No. 1
Density functional theory data (wB97M-V/def2-TZVPD) for 2 unconnected molecules or ions with the total composition C4H14NO2.

The geometry in ORCA input format:
```
! wB97M-V def2-TZVPD RIJCOSX def2/J DEFGRID3
* xyz 2 2
O 0.699 2.682 1.571
O 1.605 0.501 -0.289
N -0.378 0.110 1.444
C 0.556 -0.104 -0.953
C -0.693 0.156 -0.039
C 0.843 -1.533 -1.287
C -1.883 -0.701 -0.329
H -1.275 0.141 1.951
H -1.865 -1.740 0.032
H -0.031 -0.831 1.666
H 1.457 -1.596 -2.209
H 0.113 -2.303 -1.574
H 0.216 0.803 1.955
H 1.046 3.388 1.001
H -2.345 -0.789 -1.323
H 1.315 -1.943 -0.389
H -1.000 1.200 -0.240
H 2.508 0.217 -0.582
H 0.403 0.479 -1.950
H -2.758 -0.247 0.133
H 1.467 2.110 1.413
*
```

Properties
<S²>: 0.7545
Lowest unoccupied orbital energy (alpha / beta) in eV: -7.53 / -14.69
Frontier orbital gap (alpha / beta) in eV: 12.17 / 4.94
E_HOMO (alpha / beta) in eV: -19.703 / -19.627
Energy in a.u.: -365.22860
Energy relative to the best compared isomer or geometry (same formula, charge and spin) in kcal/mol: 46.5

Results of the Mulliken charge analysis, in e, for atoms 1 through 4:
1. O -0.639
2. O -0.189
3. N -0.251
4. C 0.294

No. 2
Density functional theory data (wB97M-V/def2-TZVPD) for a molecular structure, C34H40N9O4S3Ti.

The geometry in ORCA input format:
```
! wB97M-V def2-TZVPD RIJCOSX def2/J DEFGRID3
* xyz 2 2
Ti -0.108 -1.182 0.369
S -3.997 -1.112 -1.079
S -1.652 -3.138 1.565
S 1.932 1.767 -0.106
O -0.837 0.477 0.338
O -1.073 -4.439 1.473
O -0.747 -2.116 2.181
O 2.833 3.998 -2.377
N 0.575 1.851 -3.701
N 2.197 2.528 2.420
N -1.962 0.912 -2.849
N 1.691 -0.777 1.360
N -1.973 -2.375 0.150
N 2.007 0.283 2.188
N 0.621 -0.659 -1.811
N 0.846 4.264 -0.611
N 1.106 -2.946 -0.115
C 0.826 -4.007 -0.870
C 4.472 4.989 -0.872
C -5.128 -3.769 3.497
C 1.122 -0.502 -4.272
C -0.992 0.577 -5.103
C -1.112 1.552 1.143
C -4.073 -2.601 1.218
C 2.021 1.457 1.638
C 2.427 5.282 0.983
C -1.745 3.717 2.739
C -1.124 -1.355 -3.472
C -0.860 3.865 1.684
C 0.455 2.915 -0.265
C 0.478 0.802 -4.745
C 3.825 3.991 -3.401
C -3.267 -3.180 2.186
C 4.731 5.538 0.378
C -5.446 -2.593 1.395
C 3.188 4.570 -1.182
C -1.995 1.391 2.201
C 3.717 5.684 1.308
C 2.045 -3.070 0.848
C 2.720 -4.252 1.081
C -2.303 2.475 3.006
C 1.486 -5.216 -0.729
C 0.365 -1.236 -3.157
C 2.150 4.712 -0.249
C -3.750 -3.788 3.328
C -3.287 -2.053 0.072
C -0.508 2.783 0.885
C 2.328 -1.859 1.627
C 2.438 -5.343 0.269
C -5.959 -3.182 2.544
C -1.785 -0.078 -3.979
H -2.314 0.423 -2.000
H -0.465 4.838 1.439
H 5.278 4.890 -1.584
H 2.155 -0.320 -3.962
H -5.565 -4.225 4.375
H -2.662 1.613 -3.090
H 3.084 -1.863 2.406
H -3.094 -4.252 4.051
H -1.045 -0.091 -5.966
H 0.737 4.383 -1.608
H 2.249 2.401 3.419
H 0.024 -3.887 -1.588
H -1.674 -1.746 -2.613
H 1.621 5.431 1.689
H -2.991 2.351 3.832
H 0.504 0.351 -1.829
H -2.008 4.574 3.344
H 2.417 3.423 2.015
H 3.342 3.598 -4.293
H -1.236 -2.088 -4.275
H 1.183 -1.169 -5.136
H 3.918 6.134 2.271
H 0.328 2.749 -4.109
H 1.539 1.965 -3.393
H -1.461 1.514 -5.417
H 0.998 1.117 -5.654
H -1.066 1.399 -2.693
H -6.090 -2.143 0.652
H 3.447 -4.318 1.878
H 1.231 -6.045 -1.373
H -2.438 0.418 2.379
H 4.664 3.347 -3.129
H -0.023 2.489 -1.149
H -2.797 -0.309 -4.312
H 5.736 5.862 0.615
H 1.618 -0.761 -1.632
H -7.029 -3.192 2.701
H 0.764 -2.251 -3.114
H 2.951 -6.282 0.422
H 4.184 5.000 -3.604
*
```

Properties
<S²>: 0.7561
Lowest unoccupied orbital energy (alpha / beta) in eV: -5.59 / -5.80
Frontier orbital gap (alpha / beta) in eV: 7.25 / 7.05
E_HOMO (alpha / beta) in eV: -12.847 / -12.847
Energy in a.u.: -4157.07743
Energy relative to the best compared isomer or geometry (same formula, charge and spin) in kcal/mol: 0.9

Results of the Mulliken charge analysis, in e, for atoms 1 through 4:
1. Ti 0.301
2. S -0.373
3. S 0.959
4. S 0.008

No. 3
Density functional theory data (wB97M-V/def2-TZVPD) for a molecular structure, C26H72O35P7V.

The geometry in ORCA input format:
```
! wB97M-V def2-TZVPD RIJCOSX def2/J DEFGRID3
* xyz 0 1
V -10.557 -3.012 7.412
P -14.140 -3.483 7.054
P -15.240 -2.946 15.012
P -8.062 -7.033 13.167
P -13.574 -7.332 10.292
P -6.948 -8.106 7.445
P -7.250 -2.393 8.900
P -8.501 3.050 10.642
O -10.681 -4.555 9.197
O -13.950 -8.558 11.291
O -13.953 -4.983 6.512
O -14.964 -3.707 8.451
O -10.875 -2.530 9.609
O -13.975 -1.924 14.884
O -8.645 1.626 9.861
O -8.227 -2.910 7.873
O -6.406 -3.485 9.638
O -9.481 2.933 11.953
O -7.269 -6.706 6.663
O -9.183 4.191 9.659
O -8.651 -1.289 14.285
O -10.340 -1.435 6.927
O -16.124 -2.760 16.211
O -6.139 -1.384 8.247
O -8.344 -8.395 8.285
O -12.667 -6.324 10.919
O -7.141 3.419 11.007
O -14.528 -4.360 14.834
O -7.452 -7.682 14.528
O -6.523 -9.291 6.639
O -9.430 -7.892 12.904
O -12.800 -2.849 7.119
O -7.898 -1.587 10.169
O -5.947 -7.655 8.610
O -16.000 -2.677 13.621
O -10.779 -1.722 14.845
O -10.453 -3.834 6.075
O -7.057 -6.950 12.071
O -15.070 -6.949 9.848
O -12.989 -8.203 8.988
O -8.632 -5.607 13.670
O -11.759 -3.908 11.093
O -15.108 -2.817 5.971
C -9.958 -3.548 16.255
C -12.907 -9.410 11.660
C -17.224 -3.388 13.229
C -9.437 -4.798 12.866
C -6.530 -0.145 7.723
C -8.051 -6.735 5.466
C -12.756 -7.568 7.715
C -7.078 -4.597 10.214
C -9.212 5.491 10.150
C -9.898 1.180 9.368
C -13.522 -4.695 13.938
C -16.375 -3.362 5.649
C -13.493 -5.198 5.173
C -14.588 -2.947 9.561
C -5.336 -8.579 9.513
C -6.218 -7.136 14.928
C -9.829 -1.440 13.980
C -14.212 -0.547 14.929
C -10.294 -8.156 13.916
C -9.002 2.524 13.146
C -10.341 -1.222 12.579
C -10.460 -2.121 16.178
C -7.149 -0.864 11.123
C -9.031 -7.294 8.874
C -11.026 -3.672 9.999
C -16.092 -6.708 10.796
H -16.580 -3.286 4.581
H -8.511 -7.710 5.301
H -12.007 -9.316 11.053
H -16.895 -7.357 10.447
H -12.775 -6.483 7.822
H -15.815 -7.020 11.803
H -12.977 -3.843 13.531
H -13.447 -8.008 6.997
H -17.153 -4.274 12.598
H -10.670 1.923 9.568
H -13.427 -0.019 15.470
H -17.951 -2.664 12.859
H -6.120 -1.203 11.007
H -12.541 -5.722 5.100
H -15.411 -2.619 10.196
H -7.265 0.219 11.158
H -12.807 -5.413 14.340
H -10.198 0.294 9.927
H -7.513 -6.316 4.617
H -6.545 0.600 8.518
H -11.387 -2.083 16.750
H -17.702 -3.781 14.126
H -9.706 1.889 13.684
H -6.094 -6.109 14.584
H -9.616 -3.826 17.252
H -7.531 -0.242 7.304
H -10.047 -7.857 14.934
H -9.744 -1.443 16.641
H -6.621 -5.518 9.853
H -6.132 -7.054 16.011
H -12.054 -4.820 11.038
H -8.890 3.449 13.711
H -7.456 -1.241 12.099
H -11.790 -7.910 7.343
H -9.857 0.924 8.309
H -8.937 -6.101 5.509
H -14.001 -2.051 9.358
H -11.176 -1.899 12.397
H -16.449 -4.423 5.888
H -10.764 -0.217 12.611
H -5.913 0.308 6.947
H -8.258 5.790 10.586
H -8.430 -6.638 9.502
H -16.556 -5.721 10.773
H -4.290 -8.356 9.722
H -14.249 -0.251 13.881
H -13.976 -5.142 13.054
H -5.595 -9.587 9.189
H -15.228 -0.390 15.291
H -9.827 -7.604 9.550
H -7.001 -4.560 11.301
H -9.953 5.611 10.940
H -12.753 -9.227 12.724
H -11.228 -7.617 13.757
H -14.236 -5.741 4.588
H -9.321 6.222 9.349
H -17.153 -2.849 6.215
H -10.292 -4.399 13.412
H -7.979 2.148 13.142
H -9.074 -3.811 15.675
H -9.607 -1.275 11.775
H -8.930 -3.900 12.513
H -13.984 -3.632 10.156
H -9.517 -6.753 8.062
H -13.334 -4.260 4.641
H -9.754 -5.388 12.006
H -10.785 -4.217 16.014
H -8.140 -4.684 9.981
H -10.497 -9.227 13.900
H -5.696 -8.352 10.517
H -5.313 -7.697 14.694
H -13.224 -10.453 11.668
*
```

Properties
Lowest unoccupied orbital energy in eV: -0.16
Frontier orbital gap in eV: 9.43
E_HOMO in eV: -9.591
Energy in a.u.: -7001.38785
Energy relative to the best compared isomer or geometry (same formula, charge and spin) in kcal/mol: 103.0

Results of the Mulliken charge analysis, in e, for atoms 1 through 4:
1. V 1.690
2. P 0.058
3. P 0.562
4. P 0.635

No. 4
Density functional theory data (wB97M-V/def2-TZVPD) for 2 unconnected molecules or ions with the total composition C9H14.

The geometry in ORCA input format:
```
! wB97M-V def2-TZVPD RIJCOSX def2/J DEFGRID3
* xyz 0 1
C -1.146 -1.079 -0.293
C 0.085 -0.584 2.895
C 0.845 0.598 -3.089
C -0.687 0.007 -1.268
C -1.052 1.355 -1.109
C 0.478 1.959 -2.936
C -0.558 2.267 -2.045
C 0.168 -0.306 -2.329
C 1.280 -1.273 3.527
H 1.685 0.333 -3.745
H 1.180 -2.327 3.138
H -1.164 -0.620 0.718
H 0.490 0.240 2.281
H -0.407 -1.329 2.199
H 2.281 -1.120 3.176
H -2.214 -1.332 -0.446
H -0.466 -1.906 -0.430
H -0.724 -0.166 3.466
H -0.844 3.299 -1.829
H 0.378 -1.332 -2.604
H 1.204 -1.174 4.624
H 0.905 2.739 -3.575
H -1.717 1.753 -0.323
*
```

Properties
Lowest unoccupied orbital energy in eV: 1.00
Frontier orbital gap in eV: 9.87
E_HOMO in eV: -8.868
Energy in a.u.: -351.28438
SMILES: Cc1ccccc1.CC
Energy relative to the best compared isomer or geometry (same formula, charge and spin) in kcal/mol: 28.7

Results of the Mulliken charge analysis, in e, for atoms 1 through 4:
1. C -0.965
2. C -0.552
3. C -0.527
4. C 0.682